Record 1
Entry from the Open Molecules 2025 dataset: a structure of composition C32H31BrN4O4S2V (wB97M-V/def2-TZVPD).

Summary:
LUMO level (spin up / spin down): 2.2 / 2.2 eV
molar mass: 730.6 g/mol
total charge: -1
E_tot: -165241.91788 eV
energy above the lowest of the compared OMol25 structures with the same formula, charge and spin: 0.109 eV
spin multiplicity: 3
largest force on an atom: 0.81 eV Å⁻¹
⟨S²⟩: 2.02

Geometry (Å):
Br: -2.8901 -7.1211 -3.4867
V: -1.4009 -1.1614 -0.5145
S: -1.1183 -1.7774 1.7982
S: 1.0271 -2.1598 3.7628
O: -5.2876 0.2955 -0.4787
O: 0.4681 -1.1873 -0.7226
O: -3.1837 -0.5027 -0.4017
O: -1.2985 -0.1019 -2.5802
N: 1.2313 -0.2433 2.0654
N: -1.2000 1.2080 -4.3788
N: -2.3501 1.4967 1.1412
N: 0.8916 0.8692 1.3133
C: -4.5647 2.4049 1.2768
C: -1.2873 2.5133 -5.0017
C: -2.4725 -5.4676 -2.6289
C: 4.4922 -0.7065 -1.3625
C: 4.9736 1.2441 5.0335
C: -1.9170 2.4445 1.9666
C: -2.4155 -3.0856 -2.6462
C: 0.4226 -1.1789 2.3580
C: -0.7065 0.0614 -5.1281
C: -1.4441 1.0208 -3.0643
C: -4.1147 0.3305 -0.1194
C: -1.8539 -3.0353 -1.3655
C: 1.5628 1.0755 0.2536
C: 4.8718 -0.0398 5.5510
C: 1.4518 2.4268 -0.3921
C: -4.1061 3.4016 2.1271
C: -3.6427 1.4739 0.8188
C: 3.7565 0.2565 -0.6840
C: -1.6205 -4.2678 -0.7510
C: 2.5231 -0.1005 4.9879
C: -1.9204 -5.4799 -1.3623
C: 3.8472 -1.8520 -1.8206
C: -2.7654 3.4177 2.4838
C: 2.4009 0.0764 -0.4484
C: 2.6370 1.1826 4.4659
C: 1.7514 -1.0750 -0.9334
C: 1.2025 -0.8250 4.9842
C: -1.9195 2.1947 -2.2577
C: 3.8520 1.8515 4.4872
C: 3.6549 -0.7034 5.5259
C: -2.7285 -4.2778 -3.2865
C: 2.4892 -2.0440 -1.6205
H: 0.7583 3.0599 0.1611
H: 1.0424 -1.3010 5.9534
H: -5.5971 2.3215 0.9700
H: -2.3711 4.1757 3.1485
H: -2.2382 2.9963 -4.7756
H: 1.7694 1.6470 4.0160
H: -0.4776 3.1799 -4.6905
H: -4.7889 4.1525 2.5064
H: -2.9790 2.3708 -2.4616
H: 5.9211 1.7673 5.0549
H: -1.2248 2.3875 -6.0802
H: 4.2453 1.1509 -0.3135
H: 2.4312 2.9126 -0.4169
H: -1.8072 1.9602 -1.2093
H: -0.6880 0.3182 -6.1845
H: -1.3563 -0.7987 -4.9726
H: -1.3702 3.1079 -2.4877
H: -2.6244 -2.1603 -3.1731
H: 3.9225 2.8468 4.0667
H: 4.4129 -2.6138 -2.3439
H: -1.7297 -6.4185 -0.8593
H: 0.2966 -0.2243 -4.8038
H: 5.5535 -0.5714 -1.5235
H: 5.7426 -0.5265 5.9712
H: 1.9771 -2.9256 -1.9816
H: -0.8582 2.4100 2.1945
H: 3.5826 -1.7119 5.9165
H: -3.1682 -4.2855 -4.2751
H: 0.3830 -0.1269 4.8151
H: -1.1845 -4.2875 0.2424
H: 1.1253 2.3350 -1.4291

---

Record 2
Entry from the Open Molecules 2025 dataset: a structure of composition C32H31CrN6O5S2Se (wB97M-V/def2-TZVPD).

Summary:
LUMO level (spin up / spin down): -3.7 / -3.9 eV
molar mass: 774.7 g/mol
total charge: +1
E_tot: -168300.51055 eV
energy above the lowest of the compared OMol25 structures with the same formula, charge and spin: 0.000 eV
spin multiplicity: 5
largest force on an atom: 0.47 eV Å⁻¹
⟨S²⟩: 6.07

Geometry (Å):
Se: -4.0612 -1.1334 1.4684
Cr: 0.3039 -0.0167 -0.9322
S: 2.1297 -1.0959 -2.4448
S: 3.6123 -0.6250 0.4062
O: 1.8324 3.0863 1.3814
O: -0.3490 0.1766 -2.8425
O: -0.4297 -3.4553 0.8841
O: 1.2462 1.8560 -0.3887
O: -0.2387 -1.8245 -0.6386
N: -2.3924 -0.7370 0.8709
N: 0.5835 -0.1473 1.0527
N: -1.4191 0.9421 -0.4565
N: 2.8727 -3.5888 -1.9854
N: -4.7943 0.3001 0.6725
N: 3.0425 -3.2038 0.7454
C: 3.1098 -2.1352 -0.0531
C: 0.2099 -1.2809 1.6076
C: -0.7787 -5.6488 -2.6364
C: 5.6377 -2.3007 2.7451
C: 3.3540 -4.6704 -1.1251
C: 1.4230 -4.9982 -3.3589
C: 6.9762 -2.5323 3.0262
C: 1.5645 -6.2146 -4.0120
C: 1.0041 0.9026 1.7510
C: 2.5297 -3.9719 -3.3651
C: 0.5310 -7.1426 -3.9892
C: 4.7717 -3.3650 2.5165
C: 2.7108 -2.3740 -1.5126
C: -3.9963 2.1388 -0.6805
C: -2.8663 2.7170 -1.2493
C: -1.7813 -0.4206 -4.7169
C: 0.2707 -1.4287 2.9892
C: 2.6921 -4.5219 0.2212
C: 0.7011 -0.3472 3.7398
C: 5.2632 -4.6657 2.5958
C: 1.3714 1.9958 0.8252
C: -0.6376 -6.8615 -3.3004
C: -1.3760 -0.7632 -3.3071
C: 1.0806 0.8518 3.1278
C: 3.3212 -3.1058 2.1872
C: -3.8274 0.9503 0.0535
C: -2.4912 0.3581 0.1612
C: 6.6018 -4.8976 2.8689
C: -0.2157 -2.3047 0.5783
C: 7.4619 -3.8291 3.0794
C: 0.2443 -4.7164 -2.6704
C: -1.6314 2.1207 -1.1154
H: 2.2196 -3.0665 -3.8801
H: -0.9031 -1.7396 -3.2314
H: 5.2595 -1.2888 2.6918
H: -0.0266 -2.3652 3.4401
H: 1.6054 -4.6290 0.1550
H: -0.7470 2.6077 -1.5123
H: 3.0779 -5.2697 0.9090
H: 0.7464 -0.4211 4.8179
H: 3.0668 -5.6092 -1.5937
H: 3.4355 -4.3448 -3.8459
H: 0.1331 -3.7803 -2.1359
H: 3.0261 -2.1088 2.5088
H: -1.4380 -7.5890 -3.2742
H: 7.6407 -1.6974 3.2047
H: -0.9149 -0.4010 -5.3771
H: 2.6713 -3.8365 2.6739
H: -0.6337 1.0736 -3.0739
H: -2.4791 -1.1701 -5.0881
H: -4.9772 2.5825 -0.7628
H: 2.4815 -6.4372 -4.5454
H: -2.2123 -0.7155 -2.6071
H: 4.4428 -4.6261 -1.0448
H: 0.6442 -8.0870 -4.5044
H: -1.6841 -5.4296 -2.0854
H: 4.5963 -5.5118 2.4750
H: 6.9712 -5.9123 2.9352
H: 8.5060 -4.0093 3.2974
H: -2.9344 3.6573 -1.7784
H: 1.4194 1.6973 3.7076
H: 2.0493 3.7449 0.7009
H: -2.2874 0.5460 -4.7602